No. 1
A molecular structure, C5H12N2 in a non-equilibrium geometry. Source: the OMol25 dataset; level of theory: the ωB97M-V functional and the def2-TZVPD basis.

XYZ file:
```
19
Properties=species:S:1:pos:R:3:mulliken_charge:R:1
C 2.244 -0.606 0.624 -1.198
C 1.210 -0.230 1.877 -0.585
C 0.240 0.821 1.339 -0.892
C -0.684 0.015 0.413 -0.337
N -2.264 0.515 -1.589 -0.543
C -1.066 -0.204 -1.933 -0.518
N 0.131 -0.168 -0.829 -0.641
H 2.925 -1.339 1.022 0.354
H 2.820 0.289 0.545 0.187
H 1.176 -0.794 -0.215 0.454
H 1.831 0.239 2.664 0.313
H 0.852 -1.245 2.260 0.341
H -0.178 1.237 2.311 0.293
H 0.971 1.211 0.579 0.381
H -1.088 -0.905 0.834 0.204
H -1.620 0.621 0.397 0.415
H -1.202 -1.338 -2.118 0.221
H -2.815 0.669 -2.458 0.200
H -0.660 0.239 -2.906 0.351
```

Results
E, a.u.: -306.9793
Spin multiplicity: 2
Total charge: -1
HOMO energy (alpha / beta), eV: -2.40 / -2.20
Orbital gap (alpha / beta), eV: 6.81 / 5.77
Strongest force on any atom, Eh/bohr: 0.1131


No. 2
2 unconnected molecules or ions with the total composition C5H12N2. Source: the OMol25 dataset; level of theory: the ωB97M-V functional and the def2-TZVPD basis.

XYZ file:
```
19
Properties=species:S:1:pos:R:3:mulliken_charge:R:1
C 0.378 -1.825 0.216 -0.713
C -0.280 -1.027 1.167 0.341
C -0.963 -1.164 2.293 -0.878
H -0.337 0.133 0.749 0.000
H 0.581 -0.631 -0.804 0.051
H 1.423 -2.070 0.383 0.274
H -0.185 -2.562 -0.345 0.307
H -1.057 -2.126 2.787 0.301
H -1.411 -0.313 2.795 0.271
N -1.598 1.532 -0.750 -0.522
N 2.021 0.953 -0.994 -0.554
C -0.283 1.278 -0.323 -0.252
C 0.631 0.599 -1.186 -0.217
H -1.966 0.835 -1.384 0.225
H -2.252 1.695 0.003 0.265
H 2.247 1.879 -1.334 0.211
H 2.645 0.278 -1.418 0.227
H 0.119 2.008 0.371 0.389
H 0.288 0.527 -2.225 0.273
```

Results
E, a.u.: -307.0602
Spin multiplicity: 1
Total charge: 0
HOMO energy, eV: -7.21
Orbital gap, eV: 8.09
Strongest force on any atom, Eh/bohr: 0.0158


No. 3
C5H12N2 in the gas phase in a non-equilibrium geometry. Source: the OMol25 dataset; level of theory: the ωB97M-V functional and the def2-TZVPD basis.

XYZ file:
```
19
Properties=species:S:1:pos:R:3:mulliken_charge:R:1
C 0.184 -2.432 0.534 -1.087
C 0.607 -1.162 0.627 0.600
N 1.417 -0.656 1.643 -0.461
C 0.552 -0.215 -0.567 -0.773
C -0.218 1.048 -0.174 0.295
C -1.739 0.880 -0.180 -1.443
N 0.043 2.156 -1.154 -0.809
H 0.587 -3.227 1.150 0.307
H -0.299 -2.701 -0.394 0.258
H 1.698 -1.319 2.344 0.225
H 1.274 0.284 1.944 0.185
H 1.530 -0.005 -1.003 0.422
H -0.061 -0.676 -1.344 0.247
H 0.037 1.506 0.778 0.335
H -2.143 1.893 -0.119 0.400
H -2.059 0.133 0.542 0.382
H -2.048 0.530 -1.167 0.339
H -0.385 1.873 -2.036 0.294
H 1.024 2.090 -1.424 0.284
```

Results
E, a.u.: -307.1886
Spin multiplicity: 1
Total charge: 0
HOMO energy, eV: -8.31
Orbital gap, eV: 9.39
SMILES string: C=C(N)C[C@H](C)N
Strongest force on any atom, Eh/bohr: 0.0415